[1]
74
Properties=species:S:1:pos:R:3 method="wB97M-V/def2-TZVPD" e_lumo_ev=-1.1
F -4.65235 2.15882 -1.11782
C -3.92712 1.02677 -0.83130
C -4.61769 -0.08092 -0.34162
C -3.88240 -1.21486 0.01013
C -2.50178 -1.21324 -0.11296
C -1.80588 -0.03190 -0.49402
C -0.38774 0.02022 -0.33595
C 0.48700 0.99700 -0.80440
C 1.75355 0.67880 -1.28899
C 2.75167 1.63148 -1.67089
C 2.64504 2.99489 -1.29173
C 3.59942 3.89891 -1.73932
F 3.45781 5.21883 -1.37807
C 4.68384 3.54123 -2.52986
C 4.81588 2.18481 -2.87098
C 3.88271 1.24620 -2.44269
C -2.55220 1.05369 -0.99761
H -5.70039 -0.04520 -0.25084
H -4.38529 -2.10670 0.37830
H -1.91212 -2.11732 0.06010
H 0.11937 -1.18885 -0.55475
H 0.18435 2.04713 -0.78416
H 1.97793 -0.37428 -1.46434
H 1.83628 3.32914 -0.65243
H 5.39572 4.29536 -2.86601
H 5.66029 1.87700 -3.48112
H 4.00474 0.19808 -2.71028
H -2.05933 1.90269 -1.47674
C -1.51332 -1.80080 3.53670
C -1.07130 -0.51981 2.95631
C 0.21497 -0.01602 2.83961
C 0.26259 1.24520 2.18951
C -0.96886 1.58618 1.61591
B 0.73957 -2.42357 -0.83439
C -1.39416 2.92162 1.21380
C -0.48997 3.83994 0.63586
C -0.95115 4.95360 -0.05420
C -2.31545 5.23404 -0.03602
C -2.83948 6.45301 -0.75551
F -4.13070 6.28902 -1.18938
F -2.83609 7.55358 0.06885
F -2.09132 6.77649 -1.85702
C -3.20560 4.46386 0.70614
C -2.74030 3.32499 1.34192
O 1.92147 -2.59474 -0.15054
C 2.03154 -4.02747 0.06485
C 3.18962 -4.49457 -0.82172
C 2.42306 -4.22360 1.51937
C 0.61500 -4.59085 -0.38538
C 0.65551 -5.87020 -1.19004
C -0.36979 -4.81713 0.76190
O 0.07631 -3.54133 -1.23488
S -2.22979 0.58709 2.34118
H -0.71543 -2.23406 4.14960
H -2.40617 -1.64099 4.15279
H -1.77971 -2.50285 2.73533
H 1.07195 -0.56675 3.23399
H 1.17599 1.80925 2.02663
H 0.57782 3.66412 0.74663
H -0.25279 5.59408 -0.58846
H -4.25867 4.75184 0.79266
H -3.42524 2.75775 1.96345
H 3.46262 -5.53622 -0.61260
H 2.95068 -4.39285 -1.89293
H 4.07421 -3.87142 -0.61966
H 2.69528 -5.26914 1.71629
H 3.29843 -3.60139 1.75203
H 1.62503 -3.93638 2.21232
H 1.00513 -6.68349 -0.53969
H -0.35586 -6.11241 -1.53949
H 1.31818 -5.79937 -2.05949
H -0.07898 -5.68713 1.35950
H -0.47372 -3.95253 1.42953
H -1.36242 -5.02640 0.33908

=====

[2]
12
Properties=species:S:1:pos:R:3 method="wB97M-V/def2-TZVPD" smiles="CSC(=S)NC=O" e_lumo_ev=-0.3
C -2.35742 -0.69544 -0.02762
C 0.15922 0.65821 -0.00422
C 2.48399 -0.29835 -0.00409
H -2.72154 -0.27042 0.93174
H -2.62705 0.07748 -0.77923
H -2.81248 -1.65100 -0.16979
H 1.85537 1.66382 0.03561
H 2.05355 -1.29724 -0.06069
N 1.55151 0.69484 -0.04988
O 3.66054 -0.02039 0.04640
S -0.57522 -0.95041 0.04930
S -0.67047 2.08890 0.03248

=====

[3]
97
Properties=species:S:1:pos:R:3 method="wB97M-V/def2-TZVPD" e_lumo_ev="-0.9 / -0.9"
Lu 0.13220 -1.43811 0.43641
C -3.95677 -2.65525 -3.64869
C -2.92427 -3.56298 -3.43268
C -1.70075 -3.13244 -2.93074
C -1.50122 -1.78856 -2.63444
C -2.52646 -0.87963 -2.86327
C -3.74945 -1.31014 -3.36661
N -0.27987 -1.34990 -2.04367
C 0.75998 -1.20247 -2.81243
C 0.70913 -1.29273 -4.26115
C 1.81068 -1.05082 -5.00185
C 3.08096 -0.71343 -4.40518
C 3.19403 -0.65228 -3.06619
C 2.05151 -0.89670 -2.22840
N 2.12631 -0.94451 -0.88929
N 3.29458 -0.84392 -0.38732
C 3.34706 -0.99644 0.99212
C 4.63637 -1.03837 1.54642
C 4.79351 -1.18065 2.90210
C 3.65787 -1.28041 3.71086
C 2.43439 -1.23237 3.09513
N 2.25834 -1.08943 1.76908
H -4.91288 -2.99368 -4.03270
H -3.07025 -4.61484 -3.65385
H -0.89086 -3.83482 -2.75815
H -2.36950 0.16884 -2.62617
H -4.54152 -0.58790 -3.53554
H -0.23420 -1.54124 -4.72974
H 1.74060 -1.11595 -6.08362
H 3.94215 -0.52928 -5.03627
H 4.13736 -0.43485 -2.58770
H 5.47339 -0.97302 0.86358
H 5.78610 -1.22061 3.33828
H 3.72370 -1.39595 4.78390
H 1.53169 -1.31028 3.68657
C 0.20703 4.63194 0.00897
C 0.28502 3.93098 -1.33405
C 0.65300 4.69485 -2.44413
C 0.73571 4.15747 -3.72175
C 0.43449 2.81987 -3.92345
C 0.08104 2.04058 -2.83325
C 0.00649 2.56885 -1.53903
P -0.42034 1.34094 -0.25065
C 0.45961 2.04611 1.23266
C 1.84780 2.04839 0.99924
C 2.75857 2.45797 1.95641
C 2.29294 2.85332 3.20526
C 0.92907 2.86681 3.44711
C -0.01016 2.48814 2.47899
C -1.47156 2.65566 2.85248
C -2.22706 1.46599 -0.07093
C -2.91656 2.64045 -0.39618
C -4.27901 2.74608 -0.18930
C -4.96583 1.65446 0.33895
C -4.29530 0.47084 0.59603
C -2.91706 0.32109 0.36737
C -2.25758 -1.02898 0.54879
H -0.00988 5.69022 -0.14320
H 1.15180 4.55868 0.55741
H -0.57031 4.21987 0.65003
H 0.87374 5.74787 -2.29283
H 1.02996 4.78701 -4.55567
H 0.48101 2.37941 -4.91382
H -0.14879 0.99876 -2.98602
H 2.22023 1.72297 0.03089
H 3.82232 2.44554 1.73632
H 2.98821 3.15449 3.98307
H 0.56085 3.20150 4.41496
H -1.71267 3.72067 2.91886
H -1.67039 2.22679 3.83893
H -2.15919 2.21357 2.14261
H -2.37782 3.48535 -0.80755
H -4.80068 3.66509 -0.43281
H -6.03443 1.71955 0.51745
H -4.85065 -0.39160 0.94957
H -2.52940 -1.59735 -0.35199
H -2.79323 -1.55730 1.34238
N -0.66774 -0.48450 2.99070
C -1.52512 -1.17585 3.96924
C -0.97888 -2.51632 4.42175
C -1.02360 -3.58931 3.35082
N -0.04236 -3.34958 2.27793
H 0.06894 0.02625 3.46305
H -1.22982 0.22051 2.52958
H -2.49426 -1.33876 3.49428
H -1.70353 -0.54720 4.84126
H -1.56890 -2.85510 5.27589
H 0.05262 -2.40244 4.78498
H -2.01598 -3.60275 2.89695
H -0.86644 -4.56213 3.81347
H -0.10448 -4.07242 1.57406
H 0.89797 -3.43029 2.64545
N 4.68052 -3.86840 -2.59790
C 3.57564 -4.05950 -2.29608
N 2.30386 -4.33699 -2.01447
C 1.54408 -3.89565 -1.11324
N 0.73261 -3.50736 -0.34468

=====

[4]
32
Properties=species:S:1:pos:R:3 method="wB97M-V/def2-TZVPD" spin_multiplicity=3 e_lumo_ev="0.9 / -1.3"
C 1.95764 -0.03837 2.02270
C 1.01330 0.93261 1.87346
C 1.82888 -1.03427 0.98711
C 0.70010 -0.66886 0.34039
C 2.72547 -2.09735 0.43433
C -0.05359 -1.68760 -0.57163
C 2.45492 -2.02450 -1.12011
C 0.97678 -2.33911 -1.39358
C -0.71640 3.27268 0.78836
C -2.84633 0.66638 0.96677
C -1.25290 1.62526 -1.67507
N 0.14198 0.54293 0.84437
Si -1.27224 1.46479 0.22949
H 2.72868 0.14019 2.80473
H 0.91246 1.90083 2.38235
H 3.81765 -1.97140 0.45472
H 2.54234 -3.10484 0.71710
H -0.55770 -2.45640 -0.02086
H -0.80745 -1.19771 -1.21814
H 2.70203 -0.92958 -1.39720
H 3.05884 -2.69248 -1.73422
H 0.94536 -3.42993 -1.30824
H 0.88229 -2.00800 -2.46807
H 0.20282 3.63567 0.32779
H -1.53042 4.02274 0.39461
H -0.66978 3.31588 1.96935
H -3.01448 -0.10102 0.20266
H -2.65285 0.15202 1.97868
H -3.74692 1.31076 0.95633
H -1.74193 2.50008 -2.10190
H -0.17475 1.69310 -1.94880
H -1.82970 0.73183 -2.24855

=====

[5]
116
Properties=species:S:1:pos:R:3 method="wB97M-V/def2-TZVPD" e_lumo_ev=0.1
C -3.92643 -2.14895 -0.50812
C -3.43696 -2.51713 0.81155
O -2.93299 -3.57933 1.09597
N -3.61842 -1.53361 1.68495
C -3.28928 -1.71902 3.07516
H -4.87524 -2.80430 -0.62372
H -3.21544 -2.52679 -1.35349
H -4.13726 -1.10198 -0.54992
H -3.81455 -0.61164 1.43443
H -3.88957 -2.48046 3.53731
H -3.57837 -0.72453 3.58066
H -2.27681 -2.06800 3.30925
C -3.55690 2.92005 2.32445
C -3.56319 2.26748 0.99037
O -3.80830 1.09602 0.91121
N -3.48645 3.09440 -0.08695
C -3.37482 2.62250 -1.44224
H -3.25392 2.17209 3.05845
H -4.62688 3.26346 2.48350
H -2.88083 3.84281 2.41729
H -3.49301 4.10183 -0.02532
H -2.53989 3.11940 -1.90230
H -4.23531 2.71681 -2.12044
H -3.12012 1.50648 -1.38869
C 5.33829 -1.95910 -0.29764
C 4.53279 -1.13244 -1.21884
O 5.02596 -0.24585 -1.88365
N 3.20485 -1.38403 -1.21708
C 2.43246 -2.30340 -0.35323
H 6.33936 -2.05834 -0.72206
H 4.97083 -2.96818 -0.05417
H 5.35563 -1.39012 0.68979
H 2.62707 -0.78110 -1.86372
H 1.36143 -2.34048 -0.68365
H 2.44099 -1.96285 0.64085
H 2.75394 -3.33074 -0.44476
C -0.43730 2.35946 2.25959
C 1.01595 2.34650 1.83686
O 1.94537 2.34137 2.63995
N 1.18948 2.39717 0.53433
C 2.58160 2.23397 0.05375
H -0.79644 3.31086 1.96677
H -0.66467 2.11996 3.26989
H -0.93912 1.62612 1.56422
H 0.42802 2.38272 -0.11301
H 3.12938 3.17795 0.10984
H 2.36429 1.83249 -0.95539
H 3.14610 1.55821 0.70586
C 2.77269 -4.32811 -3.23833
C 2.66280 -3.00441 -3.97487
O 1.64476 -2.30846 -3.91336
N 3.73973 -2.66879 -4.67224
C 3.75238 -1.37707 -5.31873
H 2.19796 -4.98653 -3.82379
H 2.32767 -4.33005 -2.27671
H 3.80451 -4.68083 -3.30400
H 4.61468 -3.14841 -4.61665
H 4.63939 -1.44167 -5.89925
H 3.79343 -0.56453 -4.58575
H 2.89304 -1.23597 -5.96561
C 0.33518 0.76861 -4.63800
C 0.03381 0.86475 -3.16891
O 0.56134 1.73892 -2.45992
N -0.85476 -0.03357 -2.66628
C -0.71203 -0.38558 -1.24103
H 0.74298 1.70775 -4.97426
H -0.57905 0.55730 -5.15413
H 1.15438 -0.01838 -4.68406
H -0.97862 -0.87499 -3.24596
H -0.88723 -1.45663 -1.10603
H -1.39681 -0.02533 -0.52732
H 0.31717 -0.11736 -0.99206
C -2.15579 8.33313 -1.15439
C -1.61250 7.00032 -0.71315
O -2.38842 6.21977 -0.08771
N -0.35300 6.59020 -1.11655
C 0.16831 5.37609 -0.55267
H -3.08510 8.24247 -1.81921
H -1.40536 8.81278 -1.64210
H -2.47364 8.79977 -0.25646
H 0.25141 7.27363 -1.54410
H 1.29268 5.35986 -0.52280
H -0.12337 4.39458 -1.04349
H -0.13978 5.21882 0.44242
C -0.97205 -3.11155 6.95001
C -2.06457 -2.84542 8.04535
O -3.08962 -3.51962 8.06136
N -1.78495 -1.91525 8.92380
C -2.60811 -1.58393 10.03876
H -0.72491 -4.17600 6.89486
H -0.05445 -2.48419 6.91038
H -1.35450 -2.84957 5.99552
H -0.96197 -1.24889 8.74874
H -3.48713 -1.01710 9.65750
H -2.08705 -0.85425 10.67716
H -2.95665 -2.37745 10.66494
C -1.48674 -5.97015 0.25938
Br -2.61080 -7.46312 0.78857
Br -1.25896 -5.83501 -1.68646
Br 0.18601 -5.98978 1.11992
H -1.96714 -5.04512 0.56634
C 3.80312 3.21732 -5.21991
Br 4.01444 2.10796 -3.69754
Br 2.30991 4.39551 -5.03412
Br 3.82960 2.25174 -6.78306
H 4.70867 3.82048 -5.15535
C -0.23892 -3.97426 -5.52271
Br 0.57840 -3.60157 -7.13558
Br -0.62671 -5.86617 -5.45054
Br -1.81021 -2.90980 -5.24285
H 0.50660 -3.63323 -4.76884
C 2.59794 -0.35550 4.12858
Br 1.41348 -1.47155 3.14732
Br 4.32656 -0.53963 3.34510
Br 2.67379 -0.81307 5.99590
H 2.22674 0.64833 4.05707

=====

[6]
16
Properties=species:S:1:pos:R:3 method="wB97M-V/def2-TZVPD" e_lumo_ev=-2.6
C -2.24583 -0.01925 0.35714
C -0.90683 0.64640 0.09247
C 2.24499 0.61811 0.19268
C 2.54194 -0.82483 0.28528
H -2.03147 -2.36595 0.94384
H -3.24300 0.42871 -0.16478
H -2.51006 -0.31381 1.49981
H -0.37886 -1.36572 -0.02681
H 2.83683 1.34606 -0.27592
H 1.40254 1.04322 0.78104
H 2.17849 -0.88176 1.36763
H 3.40718 -1.31429 -0.17231
N -0.00546 -0.30865 -0.01294
N 1.42160 -0.29412 -0.68038
O -1.89082 -1.22007 -0.44241
O -0.78171 1.86012 -0.14067

=====

[7]
14
Properties=species:S:1:pos:R:3 method="wB97M-V/def2-TZVPD" smiles=COC1COC1 e_lumo_ev=1.0
C 1.77046 0.04419 0.67803
O 1.07895 0.83612 -0.26528
C -0.20873 0.47506 -0.66295
C -0.71573 -0.98111 -0.74937
O -1.91522 -0.62358 -0.05020
C -1.37907 0.65524 0.31255
H 1.13965 -0.68800 1.19564
H 2.58578 -0.49334 0.17646
H 2.20337 0.70547 1.43701
H -0.37319 1.00524 -1.60528
H -0.12269 -1.72103 -0.19696
H -0.92569 -1.37408 -1.74889
H -1.05937 0.68765 1.36236
H -2.07852 1.47218 0.11687

=====

[8]
53
Properties=species:S:1:pos:R:3 method="wB97M-V/def2-TZVPD" charge=-1 spin_multiplicity=2 e_lumo_ev="-0.1 / -4.1"
Ba -2.02227 -2.77076 -2.07059
O -0.61969 -4.84595 -0.63695
C -0.82519 -4.87797 0.58315
O -0.03562 -5.13393 1.60841
B -0.71937 -4.68848 2.79315
O -2.17881 -4.53828 2.41557
C -2.18144 -4.36639 1.12489
O -3.04209 -4.05102 0.28345
O -0.10190 -3.50477 3.39539
C -0.08655 -3.53438 4.71890
O 0.26132 -2.70448 5.53319
C -0.55109 -5.01588 5.02844
O -0.75661 -5.69448 3.89083
O -0.72488 -5.51357 6.15307
O 0.69748 5.91636 -4.67950
C 0.54887 4.85736 -4.07396
O -0.17375 3.82507 -4.54105
B 0.10571 2.65292 -3.70288
O 0.84158 3.14467 -2.53009
C 1.17602 4.40616 -2.63614
O 1.76418 5.17717 -1.92435
O -1.14032 2.02109 -3.36111
C -0.93063 0.68858 -3.51136
O -1.64412 -0.29535 -3.11650
C 0.45272 0.49536 -4.29393
O 0.92499 1.64855 -4.47770
O 1.03158 -0.53250 -4.48177
O 0.29099 5.10420 0.48753
C -0.57725 4.27118 0.56263
O -0.37502 2.92291 0.35618
B -1.58462 2.23994 0.81541
O -2.60244 3.29030 1.07146
C -2.05088 4.53303 0.98158
O -2.71244 5.60098 1.17159
O -1.16660 1.59680 2.00550
C -1.40566 0.29161 1.95506
O -1.08579 -0.54698 2.79546
C -1.96221 0.00990 0.58274
O -2.02913 1.17876 -0.11975
O -2.18293 -1.10064 0.06002
O 0.62881 -2.39889 -2.03401
C 1.44146 -1.75629 -1.34655
O 1.20022 -0.73512 -0.64051
B 2.36725 -0.18319 -0.00985
O 3.46242 -1.13094 -0.43137
C 2.88625 -2.09124 -1.17309
O 3.31936 -3.17598 -1.58734
O 2.20016 -0.12530 1.43089
C 2.21671 1.20589 1.87662
O 1.93954 1.69207 2.98618
C 2.43151 2.05824 0.54941
O 2.54155 1.22386 -0.44427
O 2.73865 3.25979 0.60794

=====

Looking at total energy for the records above, in order, we have -63932.170, -28400.057, -101611.519, -21078.725, -898821.119, -11342.764, -8370.646, -85533.155 eV.